[1]
C9H17AlBrFN3O5S | ωB97M-V/def2-TZVPD

As for the lowest unoccupied orbital energy: 2.509 eV. Its charge is -1.

XYZ file:
```
38
C9H17AlBrFN3O5S (ωB97M-V/def2-TZVPD)
C 2.5029 -1.4755 2.5592
C 1.2247 -0.6213 2.6007
C 1.1908 0.4940 1.5746
Br 0.9706 -0.2682 -0.2313
Al -0.4263 1.6882 1.9320
S -0.8281 1.9025 4.1855
C -0.1735 3.5341 1.0774
O -0.6825 4.6204 1.9203
N 0.2940 5.3984 2.5062
O 1.1669 4.7915 3.0069
C -2.1836 0.8589 1.2223
O -2.3759 0.5062 0.0897
N -3.3562 0.7460 2.1820
C -3.5329 -0.5345 2.6774
O -3.1562 -1.5865 2.2154
F -4.2079 -0.5433 3.8496
H 2.6935 -1.8357 3.5684
H 2.3874 -2.3503 1.9343
H 3.3711 -0.8890 2.2845
H 0.3615 -1.2576 2.4354
H 1.1483 -0.2063 3.5970
H 2.1154 1.0565 1.6067
H 0.3993 2.2575 4.5927
H -0.7060 3.5752 0.1320
H 0.8716 3.7005 0.8364
H -4.2101 1.0209 1.7053
C 0.2378 -2.6564 -3.3135
O 1.1120 -2.7250 -2.4807
N 0.3934 -2.1145 -4.5423
C -0.6887 -2.0507 -5.4993
C 1.6944 -1.5778 -4.8981
H -0.7844 -3.0305 -3.1305
H -0.4225 -2.5984 -6.4074
H -0.8980 -1.0113 -5.7630
H -1.5878 -2.4912 -5.0744
H 2.4506 -2.3621 -4.8409
H 1.9741 -0.7865 -4.2017
H 1.6604 -1.1782 -5.9089
```

These are the Mulliken partial charges, in e, on atoms 1 to 5:
1 C -1.299
2 C -0.391
3 C -0.304
4 Br -0.267
5 Al -0.109

=====

[2]
C5H13NO | ωB97M-V/def2-TZVPD

As for the lowest unoccupied orbital energy: 0.796 eV.

XYZ file:
```
20
C5H13NO (ωB97M-V/def2-TZVPD)
C -2.1292 0.3745 2.3586
C -1.4803 0.0788 1.2507
C -0.8029 -1.1988 0.7802
C 0.4803 -0.9331 -0.0469
C 1.6901 -1.5468 0.6348
N 0.4037 -1.5760 -1.4031
H -2.6206 1.3341 2.4414
H -2.1868 -0.3399 3.1739
H -1.3981 0.8002 0.4310
H -0.6259 -1.7034 1.7371
H -1.5351 -1.7477 0.1943
H 0.4318 0.1342 -0.2797
H 2.6122 -1.1597 0.2025
H 1.7350 -1.1301 1.6541
H 1.5555 -2.5996 0.8508
H 0.4459 -2.5609 -1.2216
H -0.4348 -1.2455 -1.8536
O 1.4925 5.1646 -3.7125
H 0.9491 4.8195 -4.4021
H 1.4178 5.0357 -2.7900
```

These are the Mulliken partial charges, in e, on atoms 1 to 5:
1 C -0.850
2 C 0.077
3 C -0.604
4 C 0.267
5 C -1.508

=====

[3]
C49H74BrN14O4Y | ωB97M-V/def2-TZVPD

As for the lowest unoccupied orbital energy: -4.640 eV. Its charge is +2.

XYZ file:
```
143
C49H74BrN14O4Y (ωB97M-V/def2-TZVPD)
Y -0.1205 0.0369 0.0338
C 3.0206 1.1944 -4.4553
N 2.1373 2.2105 -3.9023
C 2.1548 3.4569 -4.6577
C 1.1494 1.9746 -2.9638
N 1.3575 1.3981 -1.8008
C 2.7666 1.1648 -1.4614
C 3.0889 1.2354 0.0173
N 2.2418 0.3851 0.8802
C 2.1465 0.9755 2.2410
C 1.0713 0.3524 3.1075
N -0.2686 0.7368 2.6271
C -1.1667 1.0125 3.5116
N -0.9039 1.2194 4.8569
C -1.7718 0.6441 5.8740
C 0.0166 2.2479 5.3154
N -2.4890 1.2577 3.0648
C -3.0867 2.4714 3.6264
C -3.4404 0.1594 2.9451
C 2.8517 -0.9557 1.0002
C 2.7393 -1.8529 -0.2304
N 1.5328 -1.6721 -1.0622
C 1.2918 -2.6726 -1.8851
N 1.5891 -3.9804 -1.5979
C 2.3680 -4.7926 -2.5281
C 1.1961 -4.5804 -0.3315
N 0.7437 -2.4486 -3.1214
C -0.0726 -3.4279 -3.8179
C 1.2737 -1.4009 -3.9720
N -0.0883 2.4484 -3.3281
C -0.9355 3.2404 -2.4556
C -0.5742 2.2870 -4.6949
H 2.7551 1.0067 -5.5011
H 4.0594 1.5293 -4.4266
H 2.9440 0.2599 -3.9204
H 3.1732 3.8475 -4.6661
H 1.8419 3.3151 -5.6957
H 1.5098 4.1954 -4.1903
H 3.0655 0.1812 -1.8227
H 3.4138 1.8973 -1.9502
H 4.1360 0.9358 0.1334
H 3.0431 2.2597 0.3746
H 3.1093 0.8877 2.7580
H 1.9229 2.0359 2.1308
H 1.1349 -0.7339 3.0855
H 1.2766 0.6502 4.1252
H -2.1009 -0.3516 5.5822
H -1.1894 0.5315 6.7879
H -2.6442 1.2579 6.1112
H 0.4703 2.7539 4.4645
H -0.5296 2.9979 5.8951
H 0.8082 1.8410 5.9504
H -2.3444 3.2690 3.6654
H -3.8867 2.7953 2.9572
H -3.5175 2.3425 4.6226
H -3.0732 -0.6092 2.2674
H -3.7021 -0.3040 3.9028
H -4.3553 0.5646 2.5110
H 3.9203 -0.8418 1.2108
H 2.4195 -1.4391 1.8608
H 2.8613 -2.8673 0.1375
H 3.6079 -1.6618 -0.8706
H 1.9274 -4.8614 -3.5192
H 3.3873 -4.4144 -2.6299
H 2.4305 -5.8019 -2.1266
H 0.7040 -5.5338 -0.5303
H 2.0366 -4.7649 0.3427
H 0.4891 -3.9235 0.1713
H 0.4527 -3.8530 -4.6781
H -0.3614 -4.2294 -3.1434
H -0.9784 -2.9431 -4.1881
H 1.5482 -0.5463 -3.3684
H 2.1431 -1.7628 -4.5335
H 0.5129 -1.0941 -4.6892
H -1.5179 3.9195 -3.0798
H -1.6374 2.6469 -1.8679
H -0.3267 3.8416 -1.7872
H 0.0751 1.6173 -5.2524
H -1.5742 1.8490 -4.6778
H -0.6332 3.2427 -5.2214
O 1.6411 -3.4945 2.5768
C 0.5506 -4.0066 3.2014
C 0.7365 -5.0224 4.1336
C -0.3503 -5.5616 4.7980
C -1.6361 -5.0891 4.5502
C -1.8104 -4.0736 3.6272
C -0.7317 -3.5297 2.9281
C -1.0073 -2.4001 1.9514
O 0.0765 -1.8057 1.3540
N -1.8850 -2.9325 0.8931
N -1.9770 -2.2240 -0.2250
C -2.6335 -2.7019 -1.2155
C -2.8863 -1.9460 -2.4312
Br -1.8101 -0.3853 -2.6799
C -3.7547 -2.2246 -3.4023
C -4.7368 -3.3248 -3.3964
C -4.9969 -3.9909 -4.5944
C -5.9103 -5.0318 -4.6392
C -6.5929 -5.4074 -3.4901
C -6.3665 -4.7306 -2.2995
C -5.4464 -3.6943 -2.2525
H 1.2713 -2.8315 1.9498
H 1.7439 -5.3732 4.3228
H -0.1934 -6.3544 5.5184
H -2.4852 -5.5021 5.0780
H -2.8068 -3.6796 3.4438
H -1.5857 -1.6539 2.5121
H -2.2012 -3.8930 0.9200
H -3.0824 -3.6925 -1.1654
H -3.7337 -1.6070 -4.2943
H -4.4742 -3.6913 -5.4953
H -6.0963 -5.5448 -5.5735
H -7.3134 -6.2143 -3.5256
H -6.9199 -5.0018 -1.4095
H -5.3085 -3.1419 -1.3305
O -2.2376 7.1056 1.8506
C -0.8702 6.8107 1.6733
C -0.7381 5.3832 1.2213
C 0.5010 4.8438 0.9002
C 0.5638 3.5195 0.5252
N -0.4913 2.7061 0.4370
C -1.6910 3.2433 0.6758
C -1.8432 4.5623 1.0909
C -2.8813 2.3931 0.4101
C -4.1498 2.9482 0.4001
C -5.2607 2.1620 0.1259
C -6.6330 2.7905 0.0785
O -6.7779 3.8032 1.0560
C -5.0414 0.8200 -0.1170
C -3.7426 0.3439 -0.0945
N -2.6651 1.0952 0.1428
H -2.3370 8.0214 2.1289
H -0.3079 6.9343 2.6049
H -0.4064 7.4586 0.9228
H 1.4058 5.4387 0.9466
H 1.5103 3.0911 0.2545
H -2.8115 4.9779 1.3180
H -4.3077 3.9965 0.6040
H -7.4026 2.0209 0.1584
H -6.7583 3.2707 -0.8936
H -7.1953 3.4383 1.8420
H -5.8597 0.1404 -0.3221
H -3.5654 -0.7030 -0.2650
```

These are the Mulliken partial charges, in e, on atoms 1 to 5:
1 Y -1.358
2 C -0.738
3 N 0.549
4 C -1.211
5 C -1.284

=====

[4]
C4H15NO2 | ωB97M-V/def2-TZVPD

As for the lowest unoccupied orbital energy: 0.611 eV.

XYZ file:
```
22
C4H15NO2 (ωB97M-V/def2-TZVPD)
C 1.3021 0.0895 1.4677
C 1.9083 1.0858 0.4199
C 3.1658 0.4112 -0.2619
C 0.8120 1.4251 -0.5857
N 0.0335 2.5785 -0.1710
H 1.8931 -0.7870 1.4551
H 0.2590 0.1220 1.4006
H 1.2272 0.5203 2.4591
H 2.1307 2.0308 0.8732
H 3.2133 0.3536 -1.2782
H 4.1145 0.8787 -0.0119
H 3.2356 -0.6560 -0.0845
H 0.2002 0.4911 -0.8345
H 1.2348 1.5777 -1.6923
H 0.5581 3.5341 -0.2452
H -0.1618 2.5193 0.8721
O -3.5106 -2.1471 -1.4230
H -3.2888 -1.2320 -1.1807
H -4.0398 -2.0832 -2.1953
O -4.6692 -3.4589 0.6312
H -5.2231 -4.2746 0.4739
H -4.3949 -2.9788 -0.0886
```

These are the Mulliken partial charges, in e, on atoms 1 to 5:
1 C -1.398
2 C 0.710
3 C -1.472
4 C -0.786
5 N -0.616

=====

[5]
C21H31N5O6PbS | ωB97M-V/def2-TZVPD

As for the lowest unoccupied orbital energy (spin up / spin down): 0.266 / -0.143 eV.

XYZ file:
```
65
C21H31N5O6PbS (ωB97M-V/def2-TZVPD)
O -1.0740 -0.0371 -5.3581
H -0.6361 0.1685 -6.2068
Pb -0.6760 0.5213 -1.5574
N -0.0947 2.8141 -0.2579
N 1.2186 2.4162 -2.4074
N -1.9951 -0.8906 -0.0959
N -1.0984 -1.7210 -2.4290
O -0.8821 3.0218 0.7145
O -2.4992 -0.5774 1.1892
O -0.7390 -2.1631 -3.6978
O 1.8955 2.0446 -3.3933
C 1.6936 3.4495 -1.6436
C 0.9798 3.6441 -0.4282
C -2.1325 -2.1903 -0.3602
C -1.6162 -2.6526 -1.6302
C 1.3114 4.6728 0.5835
H 1.6631 4.2141 1.5167
H 0.4263 5.2779 0.8122
H 2.0992 5.3411 0.2308
C 2.9095 4.1787 -2.0730
H 2.7915 4.5345 -3.1063
H 3.7889 3.5138 -2.0512
H 3.0982 5.0412 -1.4297
C -2.7298 -3.1046 0.6427
C -1.7523 -4.0921 -1.9967
H -3.3564 -2.5412 1.3410
H -1.9318 -3.5979 1.2224
H -3.3187 -3.8914 0.1550
H -1.0122 -4.3715 -2.7503
H -2.7601 -4.2898 -2.3959
H -1.6267 -4.7410 -1.1190
H -2.3572 0.3843 1.3025
H -0.8571 -1.3649 -4.2880
C -1.6501 1.1635 -4.8111
H -0.8422 1.7871 -4.3935
H -2.3562 0.8537 -4.0278
H -2.2197 1.7244 -5.5680
O -3.1805 1.9422 -0.9529
H -4.1295 1.7578 -1.0233
H -3.0782 2.7640 -0.4307
N 1.1893 -0.4289 -0.4645
S 2.0570 -0.4437 0.8776
C 1.2470 0.5331 2.1558
C 1.8440 1.7366 2.5606
C 1.2853 2.4728 3.6026
C 0.1447 2.0009 4.2551
C -0.4499 0.8045 3.8537
C 0.1089 0.0642 2.8092
C 1.8615 -2.0852 1.5949
C 2.3615 -2.3236 2.8851
C 2.0573 -3.5167 3.5357
C 1.2739 -4.4786 2.8938
C 0.8342 -4.2724 1.5832
C 1.1615 -3.0844 0.9183
H 1.7047 -0.9797 -1.1700
H 2.7687 2.0520 2.0697
H 1.7525 3.4111 3.9123
H -0.2826 2.5749 5.0764
H -1.3409 0.4306 4.3590
H -0.2966 -0.9090 2.5344
H 2.9468 -1.5543 3.3884
H 2.4198 -3.6828 4.5522
H 0.9951 -5.3888 3.4216
H 0.2433 -5.0360 1.0737
H 0.8392 -2.9014 -0.1059
```

These are the Mulliken partial charges, in e, on atoms 1 to 5:
1 O -0.551
2 H 0.280
3 Pb 0.834
4 N 0.559
5 N 0.485

=====

[6]
C9H14 | ωB97M-V/def2-TZVPD

As for the lowest unoccupied orbital energy (spin up / spin down): -4.164 / -8.526 eV. Its charge is +1. As for the spin multiplicity: 2. The expectation value of S² is 0.77.

XYZ file:
```
23
C9H14 (ωB97M-V/def2-TZVPD)
C 3.5544 3.3658 -1.1464
C 2.7947 2.0212 -0.7660
H 4.6040 3.2664 -0.7780
H 3.5487 3.3941 -2.2220
H 2.9907 4.2313 -0.8138
H 2.4618 1.8131 0.2349
H 3.4430 1.1793 -0.9205
H 1.8557 1.8736 -1.2537
C -0.4312 -2.8946 1.5285
C -1.6629 0.5434 -0.6485
C -2.4268 0.1913 0.4736
C -0.5731 -0.2190 -1.0251
C -2.0521 -0.9509 1.1552
C -0.0839 -1.2250 -0.1905
C -0.9071 -1.6781 0.8079
H -1.9727 1.4682 -1.2935
H -3.0851 0.9528 0.9319
H -0.1465 -0.0661 -2.0280
H -2.6254 -1.4942 1.9710
H 0.8329 -1.7588 -0.3750
H -1.1144 -3.7614 1.3081
H -0.6076 -2.7653 2.6839
H 0.5433 -3.2572 1.4224
```

These are the Mulliken partial charges, in e, on atoms 1 to 5:
1 C -0.857
2 C -0.886
3 H 0.265
4 H 0.274
5 H 0.302

=====

[7]
C2HBr2ClF2 | ωB97M-V/def2-TZVPD

As for the lowest unoccupied orbital energy: 0.144 eV.

XYZ file:
```
8
C2HBr2ClF2 (ωB97M-V/def2-TZVPD)
C 0.3726 0.7963 0.6626
C -0.5649 -0.6073 -0.6771
F 0.5406 1.9069 -0.1359
F -1.4165 0.1292 -1.3873
Cl 1.8460 -0.0580 1.0213
Br -1.4067 -1.7901 0.5379
Br 0.7783 -1.3602 -1.7066
H -0.1493 0.9831 1.6850
```

These are the Mulliken partial charges, in e, on atoms 1 to 5:
1 C 0.010
2 C 0.156
3 F -0.205
4 F -0.167
5 Cl -0.095

=====

[8]
C25H49Br3O8 | ωB97M-V/def2-TZVPD

As for the lowest unoccupied orbital energy (spin up / spin down): -4.777 / -8.700 eV. Its charge is +1. As for the spin multiplicity: 2. The expectation value of S² is 0.76.

XYZ file:
```
85
C25H49Br3O8 (ωB97M-V/def2-TZVPD)
C 2.1037 -5.6736 -0.2978
C 1.5741 -4.6803 0.7380
O 1.8508 -4.7773 1.9306
C 0.6887 -3.6069 0.1864
H 2.4302 -5.2558 -1.2501
H 1.4302 -6.5119 -0.4765
H 3.0546 -5.9995 0.1236
H 0.2364 -2.9339 0.9149
H -0.2110 -4.0188 -0.2708
H 1.2242 -3.0491 -0.5818
C 1.6075 -1.8143 -4.8266
C 1.0712 -2.1240 -3.4171
O 1.0257 -3.3331 -3.0676
C 0.4123 -1.0288 -2.6333
H 2.1746 -2.6860 -5.1531
H 2.1613 -0.8766 -4.8736
H 0.7359 -1.7895 -5.4806
H -0.4578 -0.7191 -3.2121
H 0.9364 -0.0737 -2.5992
H 0.0949 -1.3038 -1.6274
C -1.6570 4.6900 2.4907
C -2.9638 4.4346 1.7749
O -3.4216 5.4118 1.2323
C -3.5584 3.0366 1.8112
H -1.5036 5.7676 2.5478
H -0.7832 4.2591 2.0018
H -1.6911 4.3095 3.5116
H -3.6817 2.7964 2.8673
H -2.8727 2.3907 1.2628
H -4.5578 3.1002 1.3809
C -0.8833 3.5099 -3.3537
C -1.5051 2.8098 -2.1602
O -1.5361 3.1890 -0.9840
C -2.1540 1.4700 -2.5197
H -0.5288 4.5000 -3.0671
H -1.4730 3.4549 -4.2687
H 0.0007 2.9035 -3.5511
H -1.9229 1.3625 -3.5795
H -3.2400 1.5495 -2.4705
H -1.9083 0.6585 -1.8346
C -3.6427 -2.3576 3.7926
C -2.3632 -2.0227 4.3932
O -2.4403 -1.3770 5.4399
C -1.0568 -2.4226 3.6739
H -3.6236 -2.1232 2.7283
H -4.4580 -1.7984 4.2518
H -3.8171 -3.4332 3.8185
H -0.3624 -1.5911 3.7935
H -1.1590 -2.6980 2.6243
H -0.6081 -3.2161 4.2715
C -5.4401 -2.6021 -1.9663
C -5.5519 -1.1169 -1.5609
O -6.2736 -0.2961 -2.1933
C -4.7878 -0.6782 -0.2149
H -4.6431 -2.7924 -2.6851
H -6.3207 -2.8484 -2.5597
H -5.3007 -3.2608 -1.1091
H -3.7316 -0.8668 -0.4074
H -4.9620 -1.3544 0.6220
H -5.0692 0.3535 -0.0037
C 2.3025 4.5254 0.6925
C 2.7083 3.7742 -0.5204
O 2.1072 2.7500 -0.8254
C 3.8867 4.1940 -1.3532
H 1.7541 5.4364 0.4525
H 3.2486 4.8217 1.1454
H 1.6750 3.8771 1.3041
H 4.1967 5.1974 -1.0614
H 3.7663 4.1649 -2.4362
H 4.6205 3.4134 -1.1524
C 7.0886 -0.2214 0.8404
C 6.4713 -1.1387 1.9261
O 6.9978 -1.3395 2.9860
C 5.1689 -1.8225 1.6598
H 7.0015 -0.6994 -0.1353
H 8.1373 0.0255 1.0065
H 6.6416 0.7716 0.8877
H 4.3688 -1.0836 1.7045
H 4.9985 -2.5230 2.4774
H 5.1492 -2.2760 0.6689
C 0.1972 0.7959 1.0572
Br 0.4341 1.5179 2.9154
Br -1.4952 -0.2532 0.9728
Br 1.7322 -0.3700 0.5185
H 0.1521 1.6163 0.3410
```

These are the Mulliken partial charges, in e, on atoms 1 to 5:
1 C -1.116
2 C 0.465
3 O -0.577
4 C 0.115
5 H 0.291

=====

The calculation returns the following molar mass values, one per record and in order: 405.202 103.165 1092.035 109.169 688.775 122.211 258.287 717.371 g/mol.